No. 1
{"formula": "C9H8Br9NO2", "method": "ωB97M-V with the def2-TZVPD basis set", "elements": ["C", "C", "C", "C", "C", "C", "N", "O", "O", "H", "H", "H", "H", "H", "C", "Br", "Br", "Br", "H", "C", "Br", "Br", "Br", "H", "C", "Br", "Br", "Br", "H"], "positions_angstrom": [[11.22313, -20.30334, -7.09185], [11.19009, -18.87331, -7.11814], [10.90081, -18.18205, -5.94208], [10.49973, -18.86133, -4.80731], [10.42965, -20.25158, -4.80737], [10.89187, -20.99704, -5.89412], [10.08043, -18.06924, -3.60326], [9.77835, -16.89950, -3.83353], [10.08517, -18.47976, -2.51618], [11.61947, -20.76428, -7.98451], [11.47277, -18.18082, -7.89720], [10.94173, -17.10307, -5.91921], [10.06172, -20.78298, -3.94213], [10.89218, -22.07563, -5.94931], [4.29519, -18.55657, -3.32972], [3.47521, -18.36230, -5.07252], [3.24707, -17.49904, -2.13238], [6.15329, -17.83696, -3.43027], [4.32683, -19.54254, -2.86607], [7.24526, -19.93890, -0.69263], [6.75416, -20.99065, -2.32277], [8.20519, -21.10708, 0.48003], [5.69702, -19.01523, -0.01745], [7.90795, -19.15649, -1.06243], [10.39189, -18.08353, 0.84784], [11.63410, -19.59859, 0.83543], [11.07809, -16.56469, -0.27089], [9.94817, -17.38349, 2.69090], [9.39740, -18.30778, 0.46212]], "lowdin_spin": [0.118, 0.004, 0.065, 0.057, 0.072, 0.005, 0.256, 0.182, 0.182, 0.009, -0.002, 0.008, 0.006, -0.002, 0.005, 0.001, 0.001, 0.007, 0.000, 0.004, 0.003, 0.003, 0.003, 0.004, 0.001, 0.001, 0.005, 0.002, 0.001], "total_energy_ha": -23718.97962, "spin_multiplicity": 2, "homo_ev": [-1.248, -5.301], "charge": -1, "e_lumo_ev": [1.9, 1.9], "relative_energy_ev": 0.707, "s2": 0.766}

***

No. 2
{"formula": "C3H4N2O2", "method": "ωB97M-V with the def2-TZVPD basis set", "elements": ["C", "N", "N", "C", "O", "C", "O", "H", "H", "H", "H"], "positions_angstrom": [[0.34453, -0.16858, 1.46160], [-0.23160, -0.19600, 0.15966], [-1.13342, 0.89657, -0.12749], [-0.62198, 1.06366, -1.27900], [-0.19667, -0.06268, -1.97221], [0.09541, -0.93714, -0.93499], [0.54688, -2.04628, -1.01427], [0.76302, 0.81763, 1.72360], [-0.45071, -0.42166, 2.15388], [1.13955, -0.91305, 1.47050], [-0.23081, 1.98896, -1.65857]], "lowdin_charge": [-0.029, -0.136, 0.170, -0.156, 0.109, -0.510, 0.130, 0.095, 0.088, 0.100, 0.140], "total_energy_ha": -376.62246, "homo_ev": -9.202, "charge": 0, "e_lumo_ev": 0.2, "relative_energy_ev": 3.846}

***

No. 3
{"formula": "H4N2S2", "method": "ωB97M-V with the def2-TZVPD basis set", "elements": ["N", "N", "S", "S", "H", "H", "H", "H"], "positions_angstrom": [[0.75598, 0.38310, 1.66973], [-1.33805, 0.16057, -0.57062], [-0.57386, -0.38314, 0.64526], [-0.57808, 0.44472, -2.10622], [1.58220, -0.07229, 1.46041], [0.79058, 1.33421, 1.61772], [0.40589, -1.16900, -0.02640], [-1.04466, -0.69818, -2.68986]], "lowdin_charge": [-0.216, -0.927, 0.797, 0.563, -0.029, -0.026, -0.011, -0.151], "total_energy_ha": -908.16286, "homo_ev": -8.820, "charge": 0, "e_lumo_ev": 0.5, "relative_energy_ev": 2.401}

***

Number 1: largest force on an atom 9.04 eV/Å. Number 2: largest force on an atom 3.30 eV/Å. Number 3: largest force on an atom 4.20 eV/Å.